1.
C52H59BFeN6P2S5 as an isolated structure in a non-equilibrium geometry. Source: the Open Molecules 2025 dataset; level of theory: wB97M-V/def2-TZVPD.

Its total energy is -171638.9178 eV. As for the expectation value of S²: 0.916. The calculation puts the highest occupied orbital energy (alpha / beta) at -9.7 / -9.4 eV. For the LUMO energy (alpha / beta), the calculation gives -2.85 / -2.86 eV.

ORCA input file:
```
! wB97M-V def2-TZVPD RIJCOSX def2/J DEFGRID3
* xyz 1 2
Fe 1.0677 -1.4379 -0.0827
C 0.1482 2.6081 3.7690
C -0.0178 2.5685 2.2740
C -0.1634 3.7358 1.5885
C -0.3793 3.7164 0.1994
N -0.3216 2.5864 -0.4465
N -0.1036 1.4211 0.1900
B 0.4574 0.4339 -0.9090
N -0.4729 0.1021 -2.0857
N -1.6307 0.7415 -2.2408
C -2.3795 0.4171 -3.2611
C -1.9344 -0.5214 -4.2224
C -0.7463 -1.1682 -4.0658
C -0.2461 -2.2003 -5.0229
C -0.0198 -0.8796 -2.8819
S 1.3372 -1.7961 -2.3600
C -3.7732 1.0188 -3.3450
C -3.9118 2.2295 -2.4249
C -4.0904 1.4480 -4.7832
C -4.7574 -0.0748 -2.8985
N 1.7003 1.1321 -1.5508
N 1.5045 1.8218 -2.6801
C 2.5376 2.3590 -3.2666
C 3.8353 2.2445 -2.7020
C 4.0287 1.5644 -1.5407
C 5.3679 1.3721 -0.9078
C 2.8771 0.9646 -0.9584
S 2.8967 -0.0211 0.4357
C 2.3130 3.0665 -4.5936
C 2.8755 4.4918 -4.5202
C 3.0511 2.2749 -5.6831
C 0.8253 3.1255 -4.9348
C -0.0204 1.3493 1.5287
S -0.1485 -0.0339 2.6254
C -0.5621 4.9762 -0.6314
C 0.8326 5.3750 -1.1374
C -1.4756 4.6887 -1.8237
C -1.1583 6.1083 0.2086
H 0.4809 3.6000 4.0703
H 0.8614 1.8696 4.1280
H -0.8059 2.4079 4.2611
H -0.0940 4.6753 2.1196
H -2.5562 -0.7532 -5.0768
H -0.9009 -2.2751 -5.8886
H -0.1900 -3.1709 -4.5268
H 0.7649 -1.9607 -5.3553
H -3.2944 3.0553 -2.7787
H -3.6110 1.9942 -1.4050
H -4.9525 2.5570 -2.4204
H -3.3147 2.1067 -5.1788
H -5.0342 1.9945 -4.7968
H -4.2001 0.5978 -5.4571
H -4.5378 -0.3888 -1.8759
H -4.6990 -0.9533 -3.5443
H -5.7788 0.3074 -2.9355
H 4.6850 2.6803 -3.2119
H 6.1442 1.8765 -1.4795
H 5.5990 0.3074 -0.8452
H 5.3707 1.7532 0.1145
H 3.9433 4.5022 -4.2965
H 2.3609 5.0783 -3.7577
H 2.7364 4.9898 -5.4806
H 4.1253 2.2294 -5.4956
H 2.9016 2.7523 -6.6524
H 2.6723 1.2529 -5.7414
H 0.2660 3.6796 -4.1799
H 0.3927 2.1266 -5.0005
H 0.6989 3.6257 -5.8960
H 1.2616 4.5634 -1.7277
H 1.5103 5.5985 -0.3102
H 0.7592 6.2642 -1.7662
H -1.1264 3.8230 -2.3852
H -1.4943 5.5583 -2.4823
H -2.4952 4.4893 -1.4904
H -0.4542 6.4901 0.9498
H -2.0668 5.7883 0.7229
H -1.4219 6.9406 -0.4441
S -1.4526 -2.0696 -0.4546
P -1.2294 -2.5166 1.4480
C 0.2543 -1.5940 1.9245
P 1.6149 -2.6259 2.4952
S 2.3215 -3.3323 0.7627
C 1.0952 -3.9686 3.5962
C 1.2909 -5.2979 3.2498
C 0.9206 -6.2993 4.1378
C 0.3525 -5.9736 5.3601
C 0.1625 -4.6419 5.7113
C 0.5422 -3.6417 4.8331
C 2.8168 -1.7673 3.5701
C 3.6504 -2.5848 4.3405
C 4.6319 -2.0345 5.1475
C 4.7946 -0.6584 5.2076
C 3.9783 0.1609 4.4454
C 3.0006 -0.3869 3.6284
C -2.6199 -2.0014 2.4865
C -3.8562 -1.8098 1.8798
C -4.9594 -1.4637 2.6471
C -4.8301 -1.3067 4.0191
C -3.5972 -1.5001 4.6290
C -2.4949 -1.8460 3.8642
C -1.1755 -4.3254 1.6245
C -0.6026 -5.0918 0.6095
C -0.6381 -6.4735 0.6855
C -1.2575 -7.0989 1.7602
C -1.8409 -6.3406 2.7632
C -1.8022 -4.9558 2.6979
H 1.7142 -5.5411 2.2833
H 1.0719 -7.3362 3.8683
H 0.0614 -6.7585 6.0459
H -0.2679 -4.3875 6.6711
H 0.4417 -2.6008 5.1232
H 3.5433 -3.6607 4.3078
H 5.2673 -2.6862 5.7320
H 5.5571 -0.2289 5.8440
H 4.1049 1.2356 4.4781
H 2.3876 0.2739 3.0413
H -3.9482 -1.9270 0.8068
H -5.9201 -1.3172 2.1716
H -5.6897 -1.0294 4.6149
H -3.4945 -1.3838 5.6999
H -1.5377 -2.0032 4.3451
H -0.1384 -4.6067 -0.2374
H -0.1904 -7.0645 -0.1027
H -1.2930 -8.1795 1.8109
H -2.3323 -6.8232 3.5977
H -2.2570 -4.3721 3.4868
*
```

These are the Löwdin partial charges, in e, on atoms 1 to 4:
1. Fe -0.243
2. C -0.060
3. C -0.230
4. C 0.079

=====

2.
C52H59BrCsO10P3S as an isolated structure in a non-equilibrium geometry. Source: the Open Molecules 2025 dataset; level of theory: wB97M-V/def2-TZVPD.

Its total energy is -184653.1399 eV. The value obtained for the energy above the lowest of the compared OMol25 structures with the same formula, charge and spin is 408.5 kJ/mol. The calculation puts the highest occupied orbital energy at 0.2 eV. For the LUMO energy, the calculation gives 3.38 eV.

ORCA input file:
```
! wB97M-V def2-TZVPD RIJCOSX def2/J DEFGRID3
* xyz -2 1
Cs -0.1725 -0.2512 0.7843
O 1.8225 -0.1536 -0.4966
S 2.5077 -1.2479 -1.2548
C 3.5229 -0.2429 -2.4208
C 3.8471 -0.7065 -3.6895
C 4.5373 0.1142 -4.5737
C 4.8805 1.3925 -4.1921
C 4.5909 1.8243 -2.8958
C 3.9380 1.0124 -1.9757
P 3.9989 1.4259 -0.1387
C 2.5645 2.4642 0.2896
C 2.3476 2.6195 1.6620
C 1.2318 3.3052 2.1288
C 0.3272 3.8567 1.2314
C 0.5479 3.7246 -0.1323
C 1.6538 3.0240 -0.6042
C 5.3369 2.7153 -0.1758
C 6.6333 2.2420 0.0147
C 7.7217 3.1137 0.0114
C 7.5163 4.4731 -0.1624
C 6.2260 4.9624 -0.3300
C 5.1450 4.0839 -0.3380
C 1.3496 -1.8582 -2.4957
C 1.5486 -3.2017 -2.7740
C 0.8461 -3.8082 -3.8063
C -0.0493 -3.0603 -4.5414
C -0.2765 -1.7289 -4.2114
C 0.3883 -1.0916 -3.1665
P -0.0760 0.6538 -2.6783
C -1.8834 0.6618 -3.1562
C -2.5246 1.8744 -3.4302
C -3.8940 1.9331 -3.6547
C -4.6615 0.7744 -3.6060
C -4.0400 -0.4338 -3.3300
C -2.6686 -0.4881 -3.1040
C 0.6324 1.6177 -4.0945
C 1.2895 1.0786 -5.1973
C 1.8532 1.9017 -6.1708
C 1.7751 3.2813 -6.0599
C 1.1449 3.8379 -4.9521
C 0.5991 3.0123 -3.9780
H 3.5265 -1.6939 -3.9983
H 4.7756 -0.2476 -5.5681
H 5.3832 2.0602 -4.8820
H 4.9164 2.8111 -2.5866
H 3.0157 2.1379 2.3694
H 1.0330 3.3542 3.1909
H -0.5779 4.3239 1.5979
H -0.1888 4.1075 -0.8310
H 1.7902 2.8715 -1.6685
H 6.7898 1.1799 0.1780
H 8.7217 2.7242 0.1607
H 8.3588 5.1551 -0.1530
H 6.0572 6.0253 -0.4531
H 4.1383 4.4724 -0.4572
H 2.2340 -3.7696 -2.1522
H 0.9872 -4.8634 -4.0066
H -0.6068 -3.5152 -5.3523
H -1.0185 -1.1714 -4.7694
H -1.9663 2.8007 -3.4542
H -4.3623 2.8924 -3.8452
H -5.7341 0.8185 -3.7529
H -4.6205 -1.3447 -3.2506
H -2.2246 -1.4449 -2.8573
H 1.3770 0.0042 -5.3042
H 2.3652 1.4492 -7.0128
H 2.2174 3.9196 -6.8160
H 1.0967 4.9129 -4.8284
H 0.1587 3.4655 -3.0955
O -1.2501 -3.1792 -1.1749
H -0.6548 -3.5808 -0.5181
H -1.7043 -2.4716 -0.6921
O -2.1506 2.3069 2.9751
H -1.9276 1.3999 3.2533
H -2.1595 2.2074 2.0075
O 0.7937 -4.1641 0.8018
H 1.5998 -3.6667 1.0995
H 0.0819 -3.7636 1.3420
Br -8.9490 1.3004 0.6596
C -7.0642 1.0414 0.5222
C -6.5654 -0.2514 0.4925
C -5.1912 -0.4277 0.3856
C -4.3359 0.6650 0.3183
C -4.8599 1.9489 0.3653
C -6.2332 2.1488 0.4623
C -2.8450 0.4207 0.1501
O -2.0843 1.4267 0.2171
O -2.4928 -0.7662 -0.0443
H -7.2326 -1.1005 0.5524
H -4.7510 -1.4176 0.3472
H -4.1745 2.7870 0.3210
H -6.6525 3.1449 0.4967
C 3.3980 -2.6761 1.8865
H 3.6765 -3.4606 1.1751
H 2.7705 -2.9918 2.7242
H 3.1493 -1.7095 1.4447
C -4.6298 -3.1942 5.0155
C -3.5654 -3.3892 3.9550
C -4.1991 -3.6386 2.5932
C -2.6326 -4.5257 4.3527
O -2.8732 -2.1212 3.9102
P -1.4329 -1.9054 3.2295
O -1.3050 -0.4303 3.0316
O -1.2568 -2.8357 2.0787
O -0.3995 -2.3983 4.3269
C 0.1804 -1.6169 5.3907
C 0.8510 -2.6480 6.2758
C -0.8943 -0.8709 6.1649
C 1.2197 -0.6751 4.7972
H -5.2512 -4.0920 5.0967
H -5.2701 -2.3461 4.7628
H -4.1649 -2.9993 5.9855
H -4.7565 -4.5824 2.6119
H -3.4368 -3.6829 1.8129
H -4.8918 -2.8255 2.3562
H -3.2180 -5.4500 4.4095
H -2.1870 -4.3295 5.3324
H -1.8237 -4.6682 3.6330
H 0.1120 -3.3754 6.6250
H 1.3081 -2.1618 7.1440
H 1.6277 -3.1762 5.7194
H -1.6142 -1.5736 6.5976
H -1.4402 -0.1626 5.5372
H -0.4145 -0.3152 6.9765
H 1.9425 -1.2363 4.1968
H 1.7564 -0.1693 5.6079
H 0.7477 0.0823 4.1665
*
```

These are the Löwdin partial charges, in e, on atoms 1 to 4:
1. Cs 1.614
2. O -1.007
3. S 0.992
4. C -0.325

=====

3.
C52H65Cl3N4O3SiTi as an isolated structure in a non-equilibrium geometry. Source: the Open Molecules 2025 dataset; level of theory: wB97M-V/def2-TZVPD.

Its total energy is -135634.1901 eV. The value obtained for the energy above the lowest of the compared OMol25 structures with the same formula, charge and spin is 10.2 kJ/mol. The calculation puts the highest occupied orbital energy at -13.0 eV. For the LUMO energy, the calculation gives -5.86 eV.

ORCA input file:
```
! wB97M-V def2-TZVPD RIJCOSX def2/J DEFGRID3
* xyz 2 1
Ti -0.2779 -0.4938 -0.2372
C -0.5541 -0.7765 -2.2703
Si 0.5697 0.1291 -3.4635
C 2.1443 0.3089 -2.4512
N 1.8864 0.6214 -1.0186
C 3.0579 0.1912 -0.2025
C 4.3424 0.9674 -0.4677
C 4.1331 2.4602 -0.2646
C 2.9575 2.9317 -1.1086
C 1.7157 2.0922 -0.8318
C -0.2338 1.7439 -3.9460
C 0.5198 2.9040 -4.1448
C -0.0730 4.0800 -4.5838
C -1.4356 4.1099 -4.8522
C -2.2007 2.9645 -4.6780
C -1.6037 1.7963 -4.2245
C 0.9444 -0.8506 -5.0044
C 0.3562 -0.5045 -6.2236
C 0.6083 -1.2387 -7.3744
C 1.4589 -2.3324 -7.3286
C 2.0617 -2.6898 -6.1299
C 1.8041 -1.9543 -4.9840
H -0.5119 -1.8647 -2.3926
H -1.5972 -0.5025 -2.4556
H 2.8709 0.9937 -2.8934
H 2.6249 -0.6754 -2.4915
H 3.2394 -0.8609 -0.4093
H 2.7775 0.2888 0.8468
H 4.7013 0.7664 -1.4809
H 5.1095 0.5890 0.2120
H 5.0380 3.0146 -0.5144
H 3.9195 2.6515 0.7892
H 3.2185 2.9142 -2.1699
H 2.7082 3.9704 -0.8776
H 0.8938 2.4087 -1.4687
H 1.4193 2.2432 0.2074
H 1.5895 2.8962 -3.9631
H 0.5290 4.9666 -4.7355
H -1.8963 5.0207 -5.2123
H -3.2593 2.9796 -4.9043
H -2.2209 0.9119 -4.1025
H -0.3025 0.3539 -6.2837
H 0.1444 -0.9519 -8.3088
H 1.6598 -2.9018 -8.2263
H 2.7367 -3.5350 -6.0937
H 2.3052 -2.2440 -4.0662
C 0.1390 3.6641 3.0222
C 1.5317 3.1126 3.1314
C 2.5988 3.9667 3.3841
C 3.8846 3.4773 3.5505
C 4.1102 2.1149 3.4637
C 3.0651 1.2266 3.2284
C 3.3373 -0.2547 3.2044
C 1.7743 1.7376 3.0582
N 0.7011 0.8050 2.8403
C 0.1878 0.3022 3.8934
C 0.5318 0.7477 5.2906
C -0.7820 -0.8685 3.7965
C -1.3951 -1.3257 5.0921
N -0.9895 -1.4316 2.6729
C -1.7910 -2.6252 2.6779
C -3.1745 -2.5848 2.5008
C -3.9249 -1.2865 2.4169
C -3.8697 -3.7906 2.4646
C -3.2198 -5.0020 2.6284
C -1.8533 -5.0172 2.8543
C -1.1247 -3.8359 2.8847
C 0.3520 -3.8513 3.1571
H -0.3375 3.3465 2.0939
H -0.4873 3.3274 3.8528
H 0.1558 4.7528 3.0399
H 2.4124 5.0310 3.4613
H 4.7039 4.1548 3.7490
H 5.1115 1.7226 3.5974
H 4.2929 -0.4616 2.7204
H 2.5497 -0.7968 2.6819
H 3.3999 -0.6592 4.2177
H 1.1721 0.0056 5.7747
H -0.3624 0.8391 5.9042
H 1.0604 1.6961 5.2913
H -2.0199 -0.5333 5.5102
H -0.6271 -1.5437 5.8349
H -2.0068 -2.2114 4.9530
H -3.7848 -0.6859 3.3203
H -4.9927 -1.4705 2.3081
H -3.5987 -0.6859 1.5698
H -4.9440 -3.7687 2.3251
H -3.7794 -5.9274 2.6053
H -1.3402 -5.9578 3.0141
H 0.7404 -4.8687 3.1474
H 0.5909 -3.4159 4.1313
H 0.8799 -3.2558 2.4125
Cl -6.4825 -4.0414 -2.3725
C -5.1221 -3.1994 -1.7375
C -3.9535 -3.8935 -1.4695
C -2.8700 -3.2109 -0.9489
Cl -1.4048 -4.0729 -0.6506
C -2.9328 -1.8473 -0.6728
O -1.9026 -1.1859 -0.1151
C -4.1083 -1.1734 -1.0005
Cl -4.1810 0.5468 -0.7875
C -5.2061 -1.8330 -1.5191
H -3.8852 -4.9542 -1.6632
H -6.1091 -1.2893 -1.7565
C -1.5242 3.7451 -1.2327
N -2.0400 3.2681 0.0502
C -2.9299 4.1811 0.7763
C -1.7281 2.1004 0.5539
C -2.3333 1.6853 1.8508
O -0.8990 1.3308 -0.0492
H -2.3469 4.1806 -1.7950
H -1.1108 2.9214 -1.8009
H -0.7631 4.5076 -1.0626
H -2.9910 5.1078 0.2151
H -2.5357 4.4009 1.7672
H -3.9304 3.7597 0.8678
H -3.4197 1.6596 1.7612
H -2.0775 2.3957 2.6364
H -1.9672 0.7008 2.1131
C 2.8941 -3.3351 0.6807
C 1.8217 -2.8831 -0.2427
C 1.6781 -3.6113 -1.5273
O 1.1094 -1.9114 0.0499
H 2.8712 -4.4223 0.7739
H 2.8393 -2.8551 1.6501
H 3.8516 -3.0902 0.2084
H 2.6637 -3.8553 -1.9263
H 1.0832 -3.0681 -2.2531
H 1.1855 -4.5657 -1.3159
*
```

These are the Löwdin partial charges, in e, on atoms 1 to 4:
1. Ti 1.152
2. C -0.210
3. Si 0.662
4. C -0.201